Computed, not measured: a structure of composition C32H36N7OOs, with wB97M-V/def2-TZVPD.

```
77
Properties=species:S:1:pos:R:3
Os 0.094 -0.012 -0.719
O -0.520 -1.218 -2.182
C -1.433 -2.182 -2.141
C -1.883 -2.687 -3.372
C -2.847 -3.664 -3.423
C -3.409 -4.170 -2.250
C -2.979 -3.692 -1.038
C -1.987 -2.699 -0.952
C -1.517 -2.271 0.349
N -0.726 -1.231 0.625
C -0.475 -1.221 1.985
C -1.144 -2.253 2.543
N -1.792 -2.894 1.513
H -1.448 -2.272 -4.270
H -3.181 -4.035 -4.383
H -4.180 -4.927 -2.293
H -3.437 -4.080 -0.136
H 0.174 -0.490 2.426
H -1.203 -2.593 3.561
H -2.334 -3.737 1.597
C 1.114 1.767 3.812
C 0.956 3.218 3.364
C 2.293 3.969 3.331
C 0.041 3.507 2.161
C -0.608 4.744 2.268
C -1.612 5.145 1.420
C -2.066 4.246 0.470
C -1.456 3.015 0.303
C -2.222 2.035 -0.559
C -0.395 2.282 -2.271
C -2.926 1.014 0.337
C -0.312 2.674 1.075
N 0.497 1.565 0.664
C 1.787 1.621 0.920
C 2.600 0.566 0.530
C 3.970 0.336 0.664
C 4.219 -0.870 0.035
C 3.002 -1.355 -0.486
N 2.015 -0.483 -0.182
C 2.823 -2.630 -1.278
C 2.513 -2.286 -2.742
C 4.116 -3.451 -1.241
C 1.701 -3.481 -0.675
H 1.536 1.767 4.818
H 1.784 1.168 3.192
H 0.143 1.277 3.871
H 0.393 3.680 4.179
H 2.958 3.632 2.535
H 2.821 3.821 4.273
H 2.143 5.040 3.197
H -0.319 5.394 3.085
H -2.078 6.113 1.533
H -2.927 4.493 -0.140
H -2.961 2.602 -1.131
H 0.204 2.805 -1.531
H -0.940 3.008 -2.875
H 0.233 1.686 -2.938
H -2.301 0.766 1.192
H -3.183 0.091 -0.182
H -3.853 1.453 0.704
H 2.206 2.486 1.412
H 4.678 0.977 1.166
H 5.170 -1.367 -0.038
H 3.323 -1.695 -3.172
H 1.580 -1.733 -2.842
H 2.422 -3.206 -3.323
H 4.946 -2.917 -1.705
H 3.967 -4.376 -1.799
H 4.398 -3.715 -0.220
H 0.752 -2.952 -0.676
H 1.940 -3.763 0.353
H 1.574 -4.394 -1.260
N -1.347 1.352 -1.577
C -2.052 0.677 -2.617
N -3.198 0.313 -2.822
C -4.389 0.333 -2.236
N -5.450 0.370 -1.789
```

Computed properties:
ΔE to the lowest compared entry with this formula, charge and spin (kcal per mole): 71.6
E_HOMO (spin up / spin down) (eV): -10.04 / -10.05
Net charge: +1
Orbital gap (spin up / spin down) (eV): 4.817 / 4.822

***

Computed, not measured: a structure of composition C32H37AsBrINO6W, with wB97M-V/def2-TZVPD.

```
80
Properties=species:S:1:pos:R:3
W 0.437 0.575 0.291
C 1.896 3.842 0.771
O 1.317 2.648 1.357
C 1.069 2.819 2.760
C 1.046 1.435 3.334
O 0.175 0.622 2.500
C -1.106 0.313 3.127
C -1.724 -0.769 2.300
O -1.823 -0.298 0.938
C -3.221 -0.095 0.598
H 1.311 4.713 1.061
H 1.885 3.724 -0.306
H 2.921 3.946 1.130
H 0.121 3.339 2.903
H 1.872 3.401 3.216
H 0.679 1.423 4.358
H 2.029 0.967 3.314
H -1.704 1.225 3.157
H -0.914 -0.051 4.136
H -2.711 -1.022 2.684
H -1.104 -1.660 2.309
H -3.728 -1.058 0.662
H -3.288 0.278 -0.416
H -3.669 0.629 1.280
N 2.603 0.270 0.753
C 3.035 -0.049 -0.650
C 1.786 0.376 -1.340
O 1.693 -1.365 -3.012
O 1.342 1.611 -1.021
H 3.068 1.095 1.118
H 2.748 -0.513 1.384
H 3.209 -1.118 -0.759
H 3.933 0.497 -0.944
O 0.602 -1.336 0.760
As 0.129 -2.277 -0.657
C -1.429 -3.303 -0.296
C -1.487 -3.954 0.936
C -2.537 -4.820 1.193
C -3.499 -5.055 0.216
C -3.412 -4.436 -1.023
C -2.373 -3.555 -1.290
C 1.556 -3.500 -0.951
C 1.534 -4.333 -2.066
C 2.517 -5.299 -2.192
C 3.498 -5.432 -1.214
C 3.500 -4.608 -0.099
C 2.521 -3.632 0.042
C -0.170 -0.610 -1.611
C -1.512 -0.437 -2.208
C -1.689 0.318 -3.298
C -0.562 0.993 -3.942
C 0.692 0.764 -3.563
C 1.030 -0.239 -2.497
H -0.711 -3.811 1.680
H -2.594 -5.331 2.145
H -4.309 -5.743 0.416
H -4.146 -4.647 -1.788
H -2.296 -3.100 -2.270
H 0.770 -4.232 -2.827
H 2.519 -5.953 -3.053
H 4.260 -6.192 -1.320
H 4.254 -4.730 0.667
H 2.497 -3.009 0.928
H -2.344 -0.963 -1.766
H -2.675 0.430 -3.730
H -0.764 1.669 -4.763
H 1.533 1.240 -4.056
H 1.861 -1.257 -3.958
Br -2.534 3.991 2.561
C -1.565 5.019 1.294
C -1.280 6.335 1.606
C -0.643 7.140 0.666
C -0.306 6.644 -0.580
C -0.582 5.320 -0.894
C -1.191 4.502 0.051
I -1.665 2.547 -0.525
H -1.579 6.742 2.562
H -0.432 8.173 0.910
H 0.159 7.287 -1.315
H -0.329 4.931 -1.872
```

Computed properties:
ΔE to the lowest compared entry with this formula, charge and spin (kcal per mole): 2.1
E_HOMO (eV): -16.55
Net charge: +3
Orbital gap (eV): 7.192

***

Computed, not measured: a structure of composition C32H37CeF3N2O5PS, with wB97M-V/def2-TZVPD.

```
82
Properties=species:S:1:pos:R:3
Ce 0.971 0.401 -1.600
F -4.721 -1.102 -5.839
C -4.188 -0.656 -4.655
F -4.458 -1.624 -3.762
F -4.928 0.420 -4.322
C -2.734 -0.363 -4.820
C -2.175 -0.493 -6.076
C -0.816 -0.257 -6.249
C -0.075 0.079 -5.134
N -0.583 0.209 -3.913
C -1.918 0.020 -3.705
S -2.499 0.265 -2.137
H -2.791 -0.794 -6.913
H -0.350 -0.352 -7.219
H 0.994 0.255 -5.212
N 2.914 3.841 0.771
C 2.947 2.895 -0.215
O 2.976 1.707 0.076
C 3.003 3.396 -1.639
C 2.499 2.346 -2.653
H 2.634 3.506 1.681
H 2.601 4.765 0.532
H 4.053 3.685 -1.798
H 2.411 4.314 -1.696
H 3.380 1.785 -3.003
H 2.166 2.916 -3.532
C 3.623 -3.145 0.958
C 3.324 -1.652 0.849
C 2.172 -1.257 1.770
C 4.574 -0.855 1.216
O 3.028 -1.279 -0.528
P 2.288 -2.169 -1.664
O 2.898 -3.482 -1.933
O 2.104 -1.166 -2.768
O 0.821 -2.256 -0.909
C -0.164 -3.306 -1.094
C -1.380 -2.831 -0.307
C -0.506 -3.450 -2.579
C 0.361 -4.628 -0.536
H 3.951 -3.369 1.974
H 4.406 -3.428 0.253
H 2.736 -3.736 0.736
H 2.473 -1.383 2.811
H 1.287 -1.863 1.580
H 1.900 -0.214 1.603
H 4.847 -1.042 2.255
H 4.374 0.204 1.076
H 5.406 -1.146 0.570
H -1.669 -1.834 -0.641
H -1.146 -2.767 0.757
H -2.221 -3.510 -0.454
H -0.988 -2.537 -2.935
H -1.187 -4.287 -2.732
H 0.406 -3.623 -3.154
H 0.582 -4.529 0.529
H 1.269 -4.912 -1.066
H -0.392 -5.408 -0.664
C -0.211 0.986 0.489
C -0.821 1.275 1.521
C -1.511 1.639 2.711
C -0.733 1.993 3.852
C 0.693 1.913 3.794
C 1.498 2.228 4.866
C 0.959 2.670 6.077
C -0.424 2.822 6.147
C -1.244 2.507 5.080
C -2.962 1.692 2.618
C -3.847 1.471 3.696
C -5.222 1.558 3.544
C -5.791 1.844 2.310
C -4.944 2.000 1.214
C -3.574 1.920 1.362
H 1.137 1.587 2.861
H 2.577 2.137 4.771
H 1.593 2.902 6.925
H -0.870 3.205 7.061
H -2.302 2.700 5.178
H -3.454 1.165 4.655
H -5.867 1.376 4.399
H -6.868 1.910 2.199
H -5.367 2.178 0.232
H -2.936 2.014 0.491
```

Computed properties:
E_HOMO (spin up / spin down) (eV): 0.06 / 0.06
Net charge: -2
Spin multiplicity: 2
Orbital gap (spin up / spin down) (eV): 4.126 / 4.129